{
  "formula": "C29H29N3RhSi",
  "method": "wB97M-V/def2-TZVPD",
  "multiplicity": 5,
  "total_energy_ev": -45886.74267,
  "charge": 1,
  "e_lumo_ev": [-2.72, -5.82],
  "symbols": ["C", "C", "C", "H", "C", "C", "H", "H", "H", "H", "Rh", "C", "H", "H", "H", "Si", "C", "C", "H", "C", "H", "C", "H", "C", "H", "C", "H", "C", "C", "H", "C", "H", "C", "H", "C", "H", "C", "H", "H", "H", "C", "C", "C", "C", "C", "C", "N", "N", "C", "C", "C", "C", "C", "N", "H", "H", "H", "H", "H", "H", "H", "H", "H"],
  "xyz": [[0.0520, 2.2781, 2.4071], [0.2740, 3.0120, 1.1843], [-0.9391, 2.8152, 0.3593], [1.2055, 3.5174, 0.8596], [-1.8734, 1.9953, 1.0808], [-1.2601, 1.6714, 2.3383], [-1.8167, 1.1640, 3.1324], [0.7473, 2.1894, 3.2554], [-1.1055, 3.2088, -0.6331], [-2.8788, 1.7119, 0.7712], [-0.0846, 1.0786, 0.8033], [-2.1326, -1.9427, 0.3995], [-2.6878, -1.5112, 1.2822], [-2.2708, -3.0845, 0.2740], [-2.4043, -1.3750, -0.5605], [0.0155, 0.9171, -1.9312], [1.1551, -0.1412, -3.0671], [2.3025, 0.5862, -3.4165], [2.4945, 1.5504, -2.9302], [3.2821, 0.1055, -4.2999], [4.1837, 0.6971, -4.5026], [3.1561, -1.1973, -4.8004], [3.9672, -1.6083, -5.4278], [2.0818, -2.0069, -4.3668], [2.0732, -3.0641, -4.6795], [1.1042, -1.4954, -3.4820], [0.3430, -2.1880, -3.0932], [-1.4422, 1.1870, -3.0100], [-1.2313, 1.2110, -4.4200], [-0.2970, 0.8239, -4.8789], [-2.2659, 1.6436, -5.2712], [-2.1090, 1.6951, -6.3700], [-3.5503, 1.9337, -4.7154], [-4.3744, 2.2494, -5.4019], [-3.8097, 1.7137, -3.3485], [-4.8619, 1.8191, -3.0014], [-2.7465, 1.2691, -2.5050], [-2.9788, 0.8870, -1.4991], [0.5684, 2.3187, -1.9540], [-1.0619, -1.7510, 0.6659], [-1.8303, -1.8420, 6.5807], [-2.5653, -1.3043, 5.5203], [-1.9661, -1.1212, 4.2790], [-0.5693, -1.3225, 4.1359], [0.1588, -1.8835, 5.1985], [-0.4766, -2.1527, 6.4105], [0.0775, -0.9665, 2.9362], [1.2993, -1.3912, 2.8899], [2.1291, -0.9484, 1.8971], [3.4345, -1.4834, 1.8553], [4.3147, -1.1194, 0.8582], [3.9108, -0.0996, -0.0162], [2.6749, 0.4994, 0.1519], [1.7624, -0.0032, 0.9861], [-2.3122, -2.0504, 7.5431], [-3.6092, -1.0572, 5.6740], [-2.5297, -0.8123, 3.3968], [1.2182, -2.1070, 5.0343], [0.0999, -2.5988, 7.2167], [3.6788, -2.1876, 2.6455], [5.3195, -1.5674, 0.7865], [4.5615, 0.2458, -0.8096], [2.3955, 1.3890, -0.4177]],
  "lowdin_spin": [0.08, 0.11, 0.04, 0.01, 0.06, 0.12, 0.01, 0.00, 0.00, 0.01, 0.83, 0.03, 0.00, 0.00, 0.00, 0.35, 0.05, 0.03, 0.00, 0.00, 0.00, 0.02, 0.00, 0.00, 0.00, 0.01, 0.00, 0.05, 0.02, 0.00, 0.00, 0.00, 0.01, 0.00, 0.00, 0.00, 0.01, 0.00, 0.06, 0.02, 0.09, -0.01, 0.07, 0.06, 0.09, -0.01, 0.76, 0.60, 0.06, 0.06, 0.01, 0.07, 0.04, 0.12, 0.00, 0.00, 0.00, 0.01, 0.00, 0.00, 0.00, 0.00, 0.01]
}

{
  "formula": "C29H29N3ScSi",
  "method": "wB97M-V/def2-TZVPD",
  "total_energy_ev": -63581.37155,
  "charge": 1,
  "e_lumo_ev": [-4.61, -4.58],
  "symbols": ["C", "C", "C", "H", "C", "C", "H", "H", "H", "H", "Sc", "C", "H", "H", "H", "Si", "C", "C", "H", "C", "H", "C", "H", "C", "H", "C", "H", "C", "C", "H", "C", "H", "C", "H", "C", "H", "C", "H", "H", "H", "C", "C", "C", "C", "C", "C", "N", "N", "C", "C", "C", "C", "C", "N", "H", "H", "H", "H", "H", "H", "H", "H", "H"],
  "xyz": [[-0.0147, -2.9913, 2.3506], [-1.2320, -2.3505, 1.9307], [-1.3574, -2.5331, 0.5056], [-1.8935, -1.7450, 2.5931], [-0.2370, -3.3218, 0.0627], [0.5666, -3.6126, 1.1989], [1.4921, -4.2225, 1.2176], [0.3800, -3.0063, 3.3862], [-2.1460, -2.0748, -0.1355], [-0.0486, -3.6742, -0.9788], [0.4801, -1.2598, 1.0766], [0.9877, 0.1937, -2.3747], [1.1534, 0.1683, -3.4338], [1.8897, 0.3832, -1.7257], [0.6964, -0.8850, -2.0670], [-0.9041, 0.8433, -1.8217], [-1.5130, 2.5315, -1.5261], [-2.6568, 2.5806, -0.7103], [-2.9898, 1.6523, -0.2407], [-3.3015, 3.7859, -0.4612], [-4.2065, 3.8079, 0.1313], [-2.7833, 4.9787, -0.9611], [-3.2814, 5.9150, -0.7670], [-1.6128, 4.9510, -1.7363], [-1.2179, 5.8860, -2.1554], [-0.9482, 3.7381, -2.0335], [0.0054, 3.6491, -2.5751], [-1.7847, 0.3659, -3.3298], [-2.8877, 1.0987, -3.8154], [-3.0989, 2.0841, -3.3999], [-3.7503, 0.5768, -4.7700], [-4.6623, 1.1131, -5.0764], [-3.5129, -0.6807, -5.3208], [-4.1716, -1.1313, -6.0185], [-2.3831, -1.4065, -4.9029], [-2.1478, -2.4126, -5.3194], [-1.5242, -0.9040, -3.9051], [-0.6821, -1.5312, -3.5636], [-1.1946, 0.0855, -0.6094], [0.5995, 1.4215, -2.4007], [5.7070, -3.4515, 2.7322], [4.9184, -3.6355, 1.5753], [3.8946, -2.7118, 1.2900], [3.5861, -1.6747, 2.1823], [4.4256, -1.4867, 3.3124], [5.4619, -2.3865, 3.6032], [2.4260, -0.8584, 2.0437], [2.3881, 0.0949, 2.9513], [1.2322, 0.8694, 2.9521], [1.0621, 1.9368, 3.8440], [-0.1369, 2.6241, 3.8227], [-1.1845, 2.2534, 2.9486], [-0.9535, 1.1546, 2.1128], [0.2444, 0.5171, 2.0730], [6.4827, -4.1940, 2.9503], [5.1005, -4.4771, 0.9083], [3.2399, -2.8614, 0.4077], [4.2133, -0.6799, 4.0283], [6.0849, -2.2495, 4.4881], [1.8888, 2.1548, 4.5418], [-0.3127, 3.4409, 4.5237], [-2.1350, 2.7626, 2.9183], [-1.7397, 0.7913, 1.4727]],
  "mulliken_charge": [-0.36, -0.48, -0.52, 0.53, -0.57, -0.35, 0.66, 0.44, 0.57, 0.49, 0.21, -1.03, 0.52, 0.41, 0.14, 0.70, 0.44, -0.40, 0.31, -0.74, 0.46, -0.52, 0.44, -0.71, 0.38, -0.27, 0.48, 1.03, -0.27, 0.27, -0.73, 0.38, -0.51, 0.44, -0.70, 0.35, -0.44, 0.15, -0.16, 0.38, -0.39, -0.74, -0.20, 0.13, -0.12, -0.64, 0.27, -0.63, -0.03, -0.54, -0.36, -1.08, -0.11, 0.24, 0.35, 0.36, 0.40, 0.35, 0.37, 0.47, 0.37, 0.47, 0.63]
}

{
  "formula": "C29H30CrF3N9O2S2",
  "method": "wB97M-V/def2-TZVPD",
  "multiplicity": 4,
  "total_energy_ev": -106309.84876,
  "charge": 1,
  "e_lumo_ev": [-2.26, -2.52],
  "symbols": ["Cr", "N", "C", "C", "N", "C", "C", "N", "C", "C", "N", "H", "H", "H", "H", "H", "H", "F", "C", "F", "F", "C", "C", "C", "C", "N", "C", "S", "H", "H", "H", "C", "N", "C", "C", "N", "H", "H", "H", "H", "H", "H", "S", "C", "N", "C", "C", "C", "N", "H", "H", "H", "H", "C", "C", "C", "C", "C", "C", "C", "C", "C", "C", "O", "O", "H", "H", "H", "H", "H", "H", "H", "H", "H", "H", "H"],
  "xyz": [[-0.3825, 1.6671, 0.0713], [1.0208, 0.8491, 3.8380], [-0.1990, 0.2837, 4.1376], [-1.0169, 0.5839, 3.0947], [-0.3194, 1.3231, 2.1745], [0.9032, 1.4636, 2.6522], [1.8706, 2.1415, 1.8175], [1.5359, 2.3346, 0.5570], [2.5774, 2.9948, -0.0353], [3.5401, 3.2182, 0.9007], [3.0661, 2.6896, 2.0787], [1.8689, 0.7329, 4.3676], [-0.3639, -0.2723, 5.0424], [-2.0480, 0.3174, 2.9446], [2.5795, 3.2146, -1.0887], [4.5136, 3.6671, 0.8251], [3.5811, 2.6333, 2.9403], [-0.3908, 6.8670, -3.4712], [-0.2487, 5.5604, -3.2002], [1.0360, 5.2430, -3.4296], [-0.9960, 4.8840, -4.0824], [-0.6432, 5.2495, -1.7814], [-1.0789, 6.2429, -0.9323], [-1.4229, 5.9453, 0.3870], [-1.2959, 4.6426, 0.8082], [-0.8767, 3.6786, -0.0145], [-0.5601, 3.9301, -1.3016], [-0.1040, 2.4903, -2.1408], [-1.1496, 7.2587, -1.2968], [-1.7676, 6.7125, 1.0635], [-1.5237, 4.3399, 1.8231], [-5.3184, -0.2154, -0.9761], [-4.7434, 1.0788, -0.6052], [-5.6166, 2.2469, -0.5074], [-3.4794, 1.1704, -0.3181], [-2.3577, 1.2350, -0.0539], [-6.0056, -0.5568, -0.2014], [-4.5186, -0.9400, -1.1049], [-5.8548, -0.1127, -1.9186], [-6.3340, 2.1166, 0.3036], [-6.1521, 2.3735, -1.4475], [-5.0170, 3.1340, -0.3213], [4.0001, -0.0248, 0.4495], [3.6404, -1.6394, 0.6062], [3.7451, -2.4530, -0.5037], [3.5878, -3.7912, -0.4789], [3.2858, -4.3949, 0.6969], [3.1059, -3.5358, 1.7992], [3.2659, -2.2350, 1.7761], [3.9772, -1.9781, -1.3650], [3.7016, -4.3109, -1.4192], [3.1362, -5.4608, 0.7661], [2.8043, -3.9571, 2.7544], [0.6705, -6.6839, -0.5245], [0.4923, -5.1938, -0.6213], [0.6962, -4.5187, -1.8177], [0.5001, -3.1436, -1.9304], [0.6960, -2.4723, -3.2639], [0.1171, -2.4255, -0.7953], [-0.0460, -3.0773, 0.4337], [-0.4257, -2.3252, 1.6818], [0.1261, -4.4541, 0.4934], [-0.2727, -0.9770, -0.9393], [-1.1238, -0.6605, -1.7547], [0.2613, -0.1623, -0.0724], [1.2031, -7.0787, -1.3892], [-0.2970, -7.1865, -0.4741], [1.2234, -6.9611, 0.3757], [0.9991, -5.0772, -2.6981], [1.2970, -3.1003, -3.9217], [1.1863, -1.5027, -3.1624], [-0.2637, -2.2862, -3.7457], [-1.3850, -1.8147, 1.5581], [0.3167, -1.5644, 1.9181], [-0.5158, -3.0097, 2.5256], [-0.0134, -4.9603, 1.4441]],
  "lowdin_spin": [2.93, 0.00, 0.00, 0.00, 0.00, 0.01, 0.01, -0.01, 0.00, 0.00, 0.00, 0.00, 0.00, 0.00, 0.00, 0.00, 0.00, 0.00, 0.00, 0.00, 0.00, 0.00, 0.01, 0.00, 0.00, -0.01, 0.01, -0.03, 0.00, 0.00, 0.00, 0.00, 0.01, 0.00, 0.02, 0.00, 0.00, 0.00, 0.00, 0.00, 0.00, 0.00, 0.00, 0.00, 0.00, 0.00, 0.00, 0.00, 0.00, 0.00, 0.00, 0.00, 0.00, 0.00, 0.00, 0.00, 0.00, 0.00, 0.00, 0.00, 0.00, 0.00, 0.01, 0.01, 0.02, 0.00, 0.00, 0.00, 0.00, 0.00, 0.00, 0.00, 0.00, 0.00, 0.00, 0.00]
}

{
  "formula": "C29H30Ge2N5Y",
  "method": "wB97M-V/def2-TZVPD",
  "multiplicity": 2,
  "total_energy_ev": -152060.63483,
  "charge": 3,
  "e_lumo_ev": [-9.34, -9.98],
  "symbols": ["Y", "N", "C", "N", "C", "N", "N", "C", "C", "C", "C", "C", "C", "N", "C", "C", "C", "C", "C", "C", "H", "H", "H", "H", "H", "H", "H", "H", "H", "H", "H", "C", "Ge", "C", "C", "Ge", "C", "C", "C", "C", "C", "C", "C", "C", "C", "C", "C", "C", "H", "H", "H", "H", "H", "H", "H", "H", "H", "H", "H", "H", "H", "H", "H", "H", "H", "H", "H"],
  "xyz": [[-1.5199, 0.6577, -0.6827], [-1.4561, -3.1886, -2.9520], [-1.7990, -2.1021, -2.3109], [-0.9869, -1.2429, -1.7920], [0.4131, -1.3869, -1.9900], [1.2742, -0.4526, -1.8070], [0.6673, 0.8331, -1.5355], [0.6706, 1.7125, -2.4719], [-0.0763, 2.9464, -2.3339], [0.3459, 4.0693, -2.9878], [-0.4035, 5.2111, -2.8738], [-1.6020, 5.1895, -2.1444], [-2.0038, 4.0161, -1.5250], [-1.2098, 2.9035, -1.5904], [0.8561, -2.6565, -2.5688], [2.2091, -3.0186, -2.6248], [2.5436, -4.2722, -3.1176], [1.6247, -5.1574, -3.5777], [0.2596, -4.8103, -3.4996], [-0.0849, -3.5830, -3.0478], [-2.1618, -3.6863, -3.4549], [-2.8785, -1.9222, -2.2203], [1.2245, 1.5725, -3.3963], [1.2613, 4.1014, -3.5993], [-0.0751, 6.1474, -3.3723], [-2.2482, 6.0502, -2.0402], [-2.9440, 3.8839, -1.0082], [2.9979, -2.3508, -2.3092], [3.6135, -4.4604, -3.2936], [1.8794, -6.1455, -3.9584], [-0.5300, -5.4261, -3.9185], [1.4248, -1.6775, 5.0890], [1.2851, -2.0800, 3.1631], [3.0402, -1.7244, 2.3924], [0.4443, -3.7474, 2.5312], [-0.1563, 0.0728, 2.4671], [-2.0020, 0.2552, 1.9366], [-2.7431, 1.4266, 1.5279], [-3.9179, 1.3792, 0.7857], [-4.4071, 0.1517, 0.2932], [-3.6755, -1.0346, 0.6343], [-2.5261, -0.9427, 1.4216], [0.7328, 1.7995, 2.3530], [0.3147, 2.9336, 3.0717], [0.9295, 4.1544, 2.8322], [1.9552, 4.2731, 1.9163], [2.4252, 3.1389, 1.2368], [1.8075, 1.9114, 1.4813], [2.2985, -2.2228, 5.4817], [0.5339, -1.9336, 5.7199], [1.6262, -0.5744, 5.0817], [3.6836, -2.5602, 2.7088], [3.4517, -0.8043, 2.7869], [3.1023, -1.7762, 1.2780], [1.1953, -4.5475, 2.5930], [0.0560, -3.5983, 1.5090], [-0.3628, -3.9659, 3.2317], [-2.3853, 2.4083, 1.8668], [-4.4393, 2.2907, 0.5361], [-5.3338, 0.0875, -0.2730], [-3.9978, -2.0160, 0.2828], [-1.9685, -1.8940, 1.6738], [-0.4906, 2.8851, 3.7870], [0.5235, 5.0130, 3.3349], [2.3508, 5.2543, 1.7843], [3.2358, 3.2454, 0.5084], [2.1281, 0.9871, 0.9798]],
  "lowdin_spin": [0.23, 0.00, 0.00, 0.00, 0.00, 0.01, 0.01, 0.00, 0.00, 0.00, 0.00, 0.00, 0.00, 0.00, 0.00, 0.00, 0.00, 0.00, 0.00, 0.00, 0.00, 0.00, 0.00, 0.00, 0.00, 0.00, 0.00, 0.00, 0.00, 0.00, 0.00, 0.01, 0.01, 0.00, 0.00, 0.26, 0.09, 0.07, 0.01, 0.09, 0.02, 0.06, 0.05, 0.02, 0.00, 0.02, 0.00, 0.02, 0.00, 0.00, 0.00, 0.00, 0.00, 0.00, 0.00, 0.00, 0.00, 0.00, 0.00, 0.01, 0.00, 0.00, 0.00, 0.00, 0.00, 0.00, 0.00]
}

Going through the records in order, we get largest force on an atom values of 8.60; 4.75; 0.57; 2.44 eV/Å.
Going through the records in order, we get energy relative to the best compared isomer or geometry (same formula, charge and spin) values of 0.00; 407.35; 0.00; 0.00 kJ/mol.